Entry 1:
The following is a DFT calculation (ωB97M-V/def2-TZVPD) of an isolated molecule of C2H2ClNO in a non-equilibrium geometry.

Last column: Mulliken charge in e.
Positions of all 7 atoms, in Å:
C  0.704  -0.351  -1.255  0.388
C  0.837  -0.260  0.242  0.012
N  -0.413  0.147  -0.680  -0.349
O  1.135  -0.767  -2.277  -0.470
Cl  1.795  1.102  1.017  -0.167
H  0.355  -1.028  0.989  0.299
H  -1.076  0.957  -0.617  0.287

## Properties
HOMO = -10.35 eV
Structure (SMILES) = O=C1N[C@@H]1Cl
ΔE to the lowest compared entry with this formula, charge and spin = 29.4 kcal per mole
Frontier orbital gap = 0.4078 Ha

---

Entry 2:
The following is a DFT calculation (ωB97M-V/def2-TZVPD) of an isolated molecule of C2H2ClNO2 in a non-equilibrium geometry.

Last column: Mulliken charge in e.
Positions of all 8 atoms, in Å:
C  -0.073  -0.528  -0.025  -0.345
C  -1.094  0.307  -0.059  -0.102
N  1.306  -0.007  -0.011  0.935
O  1.415  1.211  0.006  -0.570
O  2.201  -0.828  -0.001  -0.544
Cl  -2.792  -0.018  0.002  -0.120
H  -0.214  -1.533  0.076  0.427
H  -0.748  1.396  0.013  0.319

## Properties
HOMO = -10.96 eV
Structure (SMILES) = O=[N+]([O-])/C=C/Cl
ΔE to the lowest compared entry with this formula, charge and spin = 82.7 kcal per mole
Frontier orbital gap = 0.3750 Ha

---

Entry 3:
The following is a DFT calculation (ωB97M-V/def2-TZVPD) of a structure of composition C2H2ClNO3 in a non-equilibrium geometry.

Last column: Mulliken charge in e.
Positions of all 9 atoms, in Å:
C  1.620  -1.098  -0.213  0.548
C  0.761  0.088  0.144  -0.210
N  1.779  2.743  0.209  -0.286
O  2.823  -1.329  0.037  -0.687
O  1.922  1.530  0.463  -0.226
O  0.658  -1.836  -0.482  -0.627
Cl  -9.985  -0.431  -0.919  -1.000
H  0.622  -0.080  1.126  0.149
H  -0.200  0.411  -0.364  0.338

## Properties
HOMO (spin up / spin down) = -1.75 / -1.81 eV
Total charge = -2
ΔE to the lowest compared entry with this formula, charge and spin = 102.0 kcal per mole
Frontier orbital gap (spin up / spin down) = 0.2695 / 0.2720 Ha

---

Entry 4:
The following is a DFT calculation (ωB97M-V/def2-TZVPD) of a cluster of 2 separate species, C2H2ClNS in total in a non-equilibrium geometry.

Last column: Mulliken charge in e.
Positions of all 7 atoms, in Å:
C  -0.899  1.399  -0.513  0.241
C  -1.183  0.077  -0.116  -0.036
N  -0.730  2.465  -0.810  -0.257
S  -0.437  -1.184  -1.127  -0.093
Cl  -2.881  -0.279  0.278  -0.106
H  0.009  -0.128  1.671  0.115
H  0.700  -0.703  -1.116  0.137

## Properties
HOMO (spin up / spin down) = -10.25 / -9.29 eV
ΔE to the lowest compared entry with this formula, charge and spin = 81.6 kcal per mole
Frontier orbital gap (spin up / spin down) = 0.3129 / 0.3010 Ha

---

Entry 5:
The following is a DFT calculation (ωB97M-V/def2-TZVPD) of an isolated molecule of C2H2ClNS in a non-equilibrium geometry.

Last column: Mulliken charge in e.
Positions of all 7 atoms, in Å:
C  -0.083  1.004  0.014  -0.114
C  0.486  -0.313  -0.218  0.275
N  -0.435  2.096  0.197  -0.344
S  -0.757  -1.563  0.490  -0.154
Cl  2.111  -0.264  0.477  -0.106
H  0.461  -0.199  -1.417  0.283
H  -1.783  -0.761  0.457  0.160

## Properties
HOMO = -10.39 eV
Structure (SMILES) = N#C[C@H](S)Cl
ΔE to the lowest compared entry with this formula, charge and spin = 3.9 kcal per mole
Frontier orbital gap = 0.3929 Ha

---

Entry 6:
The following is a DFT calculation (ωB97M-V/def2-TZVPD) of a cluster of 2 separate species, C2H2ClO3 in total in a non-equilibrium geometry.

Last column: Mulliken charge in e.
Positions of all 8 atoms, in Å:
C  1.601  -0.084  0.023  0.638
C  -0.764  -0.122  -0.395  -0.384
O  1.584  0.684  0.921  -0.518
O  2.123  -0.812  -0.740  -0.415
O  -1.235  0.944  0.387  -0.490
Cl  -1.597  -1.680  0.116  -0.338
H  -1.112  0.031  -1.425  0.162
H  -0.600  1.039  1.113  0.345

## Properties
HOMO = -2.64 eV
Total charge = -1
ΔE to the lowest compared entry with this formula, charge and spin = 38.2 kcal per mole
Frontier orbital gap = 0.2455 Ha

---

Q: What is the formula in the sixth record?
A: C2H2ClO3